The following is a quantum chemistry calculation of a cluster of 2 separate species, CH5NOSi in total in a non-equilibrium geometry, from the Open Molecules 2025 dataset.

Structure (XYZ):
```
9
Properties=species:S:1:pos:R:3:mulliken_charge:R:1
C 1.61 0.43 -0.07 -0.31
N 2.41 -0.33 0.22 0.58
O 3.16 -1.09 0.64 -0.63
H 0.80 0.95 -0.37 0.31
Si -1.64 -0.01 0.00 0.43
H -0.82 0.60 -1.02 -0.12
H -1.62 0.71 1.24 -0.08
H -2.96 0.02 -0.71 -0.09
H -0.94 -1.27 0.08 -0.09
```

Summary:
Electronic energy (Ha): -460.42020
E_LUMO (eV): 0.8
SMILES string: C#[N+][O-].[SiH4]
Largest force on an atom (eV/A): 4.4
Net charge: 0
Energy relative to the best compared isomer or geometry (same formula, charge and spin) (kJ/mol): 372.4